Record 1
Density functional theory data (wB97M-V/def2-TZVPD) for a cluster of 2 separate species, C7H18N3 in total in a non-equilibrium geometry.

Values from the calculation:
Multiplicity: 1
Charge: +1
DFT total energy: -12011.6032 eV
Relative energy (zero: lowest compared OMol25 entry of this formula, charge and spin): 109.6 kcal/mol

CARTESIAN COORDINATES (ANGSTROEM)
C  0.044  -0.918  -2.578
C  -1.081  -0.612  -1.598
C  1.289  -1.313  -1.748
C  -0.434  -0.311  -0.248
C  1.244  -0.434  -0.588
C  1.784  0.923  -0.837
C  1.879  -0.948  0.694
N  -1.288  0.465  0.610
N  -2.720  2.171  3.110
N  -1.336  0.310  1.905
H  -0.293  -1.733  -3.222
H  0.420  -0.167  -3.191
H  -1.550  0.284  -2.076
H  -1.856  -1.403  -1.620
H  1.143  -2.346  -1.344
H  2.250  -1.335  -2.416
H  -0.216  -1.408  0.155
H  1.462  1.399  -1.712
H  2.924  0.703  -0.901
H  1.484  1.486  0.013
H  2.882  -1.202  0.677
H  1.384  -1.824  1.044
H  1.740  -0.141  1.418
H  -2.479  2.351  4.073
H  -2.221  2.882  2.553
H  -0.652  -0.182  2.466
H  -2.052  1.028  2.432
H  -3.752  2.273  2.928

Record 2
Density functional theory data (wB97M-V/def2-TZVPD) for the molecule C2H4N4O2 in a non-equilibrium geometry.

Values from the calculation:
Multiplicity: 1
SMILES: O/N=c1\ncn(O)[nH]1
Charge: 0
DFT total energy: -12188.3718 eV
Relative energy (zero: lowest compared OMol25 entry of this formula, charge and spin): 118.0 kcal/mol

CARTESIAN COORDINATES (ANGSTROEM)
C  0.821  -0.184  -0.126
C  -0.788  1.100  -0.123
H  3.184  0.938  0.293
H  -1.402  1.999  0.157
H  -3.034  -0.607  0.204
H  -0.423  -1.914  -0.320
N  2.017  -0.728  -0.127
N  0.504  1.139  -0.104
N  -1.421  -0.074  -0.442
N  -0.300  -0.949  -0.479
O  3.125  -0.163  0.368
O  -2.282  -0.555  0.699

Record 3
Density functional theory data (wB97M-V/def2-TZVPD) for a cluster of 9 separate species, C37H58N3O26 in total in a non-equilibrium geometry.

Values from the calculation:
Multiplicity: 1
Charge: +1
DFT total energy: -97006.1024 eV

CARTESIAN COORDINATES (ANGSTROEM)
C  0.289  3.701  2.704
C  -0.756  2.515  2.695
C  -0.113  1.264  1.964
C  -1.117  0.544  0.946
N  -1.776  1.550  0.063
C  -1.222  1.611  -1.238
N  -2.085  1.952  -2.267
C  -1.320  1.938  -3.493
C  0.028  1.555  -3.129
O  0.981  1.406  -4.089
C  2.321  1.726  -3.630
C  3.132  0.336  -3.597
C  2.184  -0.900  -3.343
C  4.383  0.367  -2.630
C  4.140  -0.361  -1.219
C  5.001  1.819  -2.392
N  0.046  1.370  -1.714
O  1.121  1.012  -0.974
H  -0.106  4.570  3.312
H  0.474  4.086  1.656
H  1.291  3.375  3.097
H  -1.026  2.248  3.757
H  -1.696  2.905  2.218
H  0.185  0.537  2.775
H  0.835  1.607  1.458
H  -0.491  -0.203  0.370
H  -1.819  -0.058  1.574
H  -2.753  1.233  -0.064
H  -3.081  2.156  -2.182
H  -1.681  2.168  -4.519
H  2.369  2.273  -2.655
H  2.852  2.362  -4.399
H  3.525  0.214  -4.653
H  1.560  -0.825  -2.413
H  1.520  -1.160  -4.207
H  2.865  -1.792  -3.187
H  5.196  -0.240  -3.138
H  5.063  -0.116  -0.584
H  4.063  -1.477  -1.289
H  3.260  0.033  -0.647
H  6.010  1.722  -1.907
H  4.342  2.364  -1.663
H  5.030  2.392  -3.358
H  1.455  1.840  -0.550
C  7.381  1.751  1.297
C  6.945  1.939  2.717
O  5.616  2.435  2.582
C  5.156  2.027  1.375
O  4.017  2.132  1.018
O  6.150  1.483  0.618
H  8.078  0.922  1.182
H  7.830  2.652  0.874
H  6.917  0.999  3.274
H  7.571  2.650  3.253
C  -5.356  3.370  2.409
C  -4.443  4.563  2.364
O  -5.222  5.586  2.971
C  -6.141  4.974  3.767
O  -6.840  5.541  4.544
O  -6.155  3.628  3.558
H  -4.813  2.431  2.516
H  -6.006  3.306  1.533
H  -3.532  4.417  2.952
H  -4.167  4.838  1.346
C  10.931  2.773  6.063
C  10.725  4.244  5.838
O  10.760  4.354  4.418
C  10.426  3.141  3.909
O  10.199  2.933  2.756
O  10.382  2.193  4.882
H  10.414  2.409  6.951
H  11.987  2.502  6.132
H  9.752  4.591  6.196
H  11.506  4.850  6.295
C  -1.909  -4.148  -3.365
C  -0.996  -3.079  -3.888
O  0.263  -3.740  -3.959
C  0.014  -5.072  -4.056
O  0.847  -5.899  -4.299
O  -1.304  -5.344  -3.842
H  -2.926  -4.050  -3.743
H  -1.937  -4.179  -2.273
H  -1.275  -2.743  -4.891
H  -0.943  -2.213  -3.227
C  -5.013  -3.579  1.202
C  -3.712  -3.310  1.900
O  -3.245  -2.128  1.248
C  -4.329  -1.498  0.730
O  -4.309  -0.393  0.263
O  -5.434  -2.272  0.806
H  -5.750  -4.044  1.856
H  -4.891  -4.197  0.310
H  -3.842  -3.098  2.964
H  -3.000  -4.127  1.787
C  -1.175  -9.579  -1.525
C  -0.260  -8.391  -1.583
O  -1.057  -7.344  -1.050
C  -2.008  -7.920  -0.267
O  -2.737  -7.314  0.459
O  -2.020  -9.270  -0.418
H  -0.639  -10.513  -1.360
H  -1.791  -9.678  -2.423
H  0.626  -8.514  -0.955
H  0.056  -8.157  -2.600
C  -10.393  6.145  6.093
C  -9.478  7.335  6.043
O  -10.256  8.362  6.649
C  -11.175  7.754  7.448
O  -11.873  8.324  8.225
O  -11.191  6.408  7.243
H  -9.851  5.206  6.201
H  -11.045  6.080  5.218
H  -8.568  7.188  6.628
H  -9.203  7.607  5.024
C  0.115  -6.751  -8.706
C  -0.279  -6.546  -7.271
O  -1.603  -6.032  -7.374
C  -2.103  -6.441  -8.574
O  -3.241  -6.323  -8.902
O  -1.133  -7.001  -9.346
H  0.796  -7.591  -8.838
H  0.566  -5.858  -9.149
H  -0.306  -7.483  -6.709
H  0.371  -5.843  -6.754

Record 4
Density functional theory data (wB97M-V/def2-TZVPD) for a structure of composition C39H35GaN4O5PS in a non-equilibrium geometry.

Values from the calculation:
Multiplicity: 1
Charge: +1
DFT total energy: -129706.3520 eV
Relative energy (zero: lowest compared OMol25 entry of this formula, charge and spin): 8.2 kcal/mol

CARTESIAN COORDINATES (ANGSTROEM)
Ga  0.563  -0.124  0.524
O  1.973  3.626  0.118
C  1.932  2.423  0.110
N  1.385  1.601  1.092
C  1.056  2.157  2.317
O  1.572  3.118  2.836
C  0.002  1.380  3.061
C  -0.831  2.004  3.970
C  -1.818  1.249  4.580
C  -1.897  -0.110  4.303
C  -0.994  -0.658  3.411
N  -0.072  0.078  2.783
C  2.520  1.644  -1.039
C  3.143  2.308  -2.081
C  3.747  1.552  -3.071
C  3.714  0.168  -2.970
C  3.053  -0.407  -1.899
N  2.460  0.317  -0.949
H  -0.702  3.060  4.166
H  -2.520  1.709  5.263
H  -2.644  -0.743  4.763
H  -0.997  -1.719  3.185
H  3.138  3.388  -2.085
H  4.241  2.030  -3.906
H  4.188  -0.460  -3.713
H  2.997  -1.485  -1.790
O  -0.313  -0.032  -1.332
S  -1.424  0.893  -0.903
O  -1.375  2.173  -1.525
O  -1.298  0.875  0.583
C  -3.004  0.157  -1.276
C  -3.842  0.928  -2.073
C  -5.106  0.464  -2.394
C  -5.528  -0.764  -1.914
C  -4.690  -1.529  -1.118
C  -3.418  -1.082  -0.764
P  -2.278  -2.172  0.184
C  -3.292  -2.849  1.547
C  -4.520  -2.345  1.968
C  -5.140  -2.865  3.099
C  -4.537  -3.876  3.831
C  -3.295  -4.362  3.439
C  -2.673  -3.844  2.314
C  -2.204  -3.545  -1.058
C  -2.652  -4.847  -0.858
C  -2.561  -5.787  -1.880
C  -2.020  -5.440  -3.108
C  -1.552  -4.148  -3.310
C  -1.638  -3.212  -2.293
H  -3.483  1.881  -2.436
H  -5.754  1.056  -3.026
H  -6.515  -1.135  -2.164
H  -5.024  -2.498  -0.767
H  -4.989  -1.537  1.424
H  -6.102  -2.474  3.409
H  -5.026  -4.278  4.709
H  -2.810  -5.142  4.013
H  -1.691  -4.205  2.022
H  -3.093  -5.143  0.082
H  -2.920  -6.794  -1.712
H  -1.968  -6.171  -3.906
H  -1.122  -3.870  -4.265
H  -1.268  -2.205  -2.458
C  4.122  -0.411  1.780
N  3.906  -1.419  2.859
C  4.404  -0.916  4.166
C  2.453  -1.843  2.956
C  2.022  -2.602  1.730
C  2.386  -3.951  1.655
C  2.110  -4.702  0.527
C  1.479  -4.094  -0.552
C  1.107  -2.762  -0.470
C  1.340  -1.985  0.675
H  5.183  -0.189  1.702
H  3.569  0.494  2.025
H  3.745  -0.802  0.840
H  4.433  -2.255  2.605
H  3.801  -0.059  4.458
H  5.442  -0.609  4.073
H  4.320  -1.699  4.915
H  1.874  -0.936  3.079
H  2.370  -2.461  3.849
H  2.879  -4.421  2.503
H  2.379  -5.749  0.490
H  1.255  -4.666  -1.444
H  0.588  -2.308  -1.307

Record 5
Density functional theory data (wB97M-V/def2-TZVPD) for a structure of composition C44H40N4P2S2V.

Values from the calculation:
Multiplicity: 2
⟨S²⟩: 0.8497
Charge: 0
DFT total energy: -118173.9518 eV
Relative energy (zero: lowest compared OMol25 entry of this formula, charge and spin): 19.2 kcal/mol

CARTESIAN COORDINATES (ANGSTROEM)
V  0.368  -0.561  1.562
C  1.274  -3.555  0.963
C  0.238  -3.664  -0.149
C  0.056  -2.400  -0.939
C  -0.067  -2.389  -2.296
C  -0.610  -1.186  -2.905
C  -0.683  -0.035  -2.223
C  -0.009  0.014  -0.872
N  -0.111  -1.289  -0.190
N  0.939  -2.642  2.079
C  -0.239  -3.116  2.836
C  -0.617  -2.079  3.849
C  -1.185  -2.373  5.071
C  -1.502  -1.335  5.938
C  -1.204  -0.036  5.549
C  -0.637  0.186  4.308
N  -0.376  -0.813  3.443
C  2.117  -2.504  2.947
C  3.065  -1.461  2.416
C  4.414  -1.702  2.285
C  5.237  -0.652  1.888
C  4.668  0.578  1.620
C  3.288  0.716  1.709
N  2.495  -0.284  2.102
H  2.215  -3.195  0.536
H  1.466  -4.554  1.381
H  -0.733  -3.961  0.259
H  0.550  -4.471  -0.814
H  0.037  -3.303  -2.864
H  -1.033  -1.253  -3.902
H  -1.171  0.842  -2.627
H  1.060  0.216  -1.046
H  -0.059  -4.091  3.306
H  -1.062  -3.224  2.123
H  -1.370  -3.407  5.334
H  -1.966  -1.535  6.894
H  -1.425  0.811  6.183
H  -0.459  1.188  3.944
H  2.630  -3.465  3.077
H  1.786  -2.173  3.933
H  4.814  -2.683  2.502
H  6.305  -0.798  1.788
H  5.267  1.419  1.308
H  2.789  1.639  1.437
S  -2.198  2.436  2.284
P  -2.122  1.340  0.643
C  -0.404  1.030  0.206
P  1.647  3.122  -1.520
S  0.512  2.617  0.179
C  3.036  1.936  -1.784
C  2.978  0.656  -2.345
C  4.127  -0.104  -2.495
C  5.364  0.408  -2.118
C  5.443  1.687  -1.593
C  4.287  2.439  -1.425
C  0.631  2.920  -3.026
C  -0.652  3.465  -3.015
C  -1.440  3.451  -4.154
C  -0.952  2.899  -5.332
C  0.337  2.393  -5.364
C  1.129  2.411  -4.223
C  -3.095  2.200  -0.653
C  -3.139  3.594  -0.595
C  -3.889  4.317  -1.510
C  -4.615  3.658  -2.492
C  -4.576  2.274  -2.562
C  -3.820  1.550  -1.650
C  -2.926  -0.293  0.895
C  -2.967  -1.297  -0.078
C  -3.537  -2.527  0.204
C  -4.060  -2.785  1.467
C  -4.018  -1.799  2.440
C  -3.459  -0.559  2.152
H  2.036  0.250  -2.695
H  4.057  -1.096  -2.925
H  6.261  -0.184  -2.254
H  6.404  2.107  -1.318
H  4.351  3.442  -1.018
H  -1.043  3.893  -2.100
H  -2.439  3.865  -4.114
H  -1.570  2.877  -6.221
H  0.736  1.979  -6.282
H  2.137  2.023  -4.279
H  -2.604  4.102  0.197
H  -3.917  5.397  -1.446
H  -5.214  4.223  -3.197
H  -5.144  1.750  -3.321
H  -3.823  0.473  -1.715
H  -2.506  -1.146  -1.044
H  -3.558  -3.292  -0.563
H  -4.500  -3.750  1.686
H  -4.425  -1.987  3.426
H  -3.425  0.218  2.906

Record 6
Density functional theory data (wB97M-V/def2-TZVPD) for the molecule C14H26BCl2FNO3PS in a non-equilibrium geometry.

Values from the calculation:
Multiplicity: 1
SMILES: CCSC[C@@]1(B(O)CC)C(=O)N[C@@](CCF)(P(O)Cl)[C@@H]1CCCCl
Charge: 0
DFT total energy: -71137.5137 eV

CARTESIAN COORDINATES (ANGSTROEM)
C  3.721  -0.057  -1.356
C  2.769  0.153  -2.533
S  1.738  1.639  -2.400
C  0.062  0.963  -2.139
C  -0.475  0.944  -0.705
B  0.034  2.299  0.028
O  0.089  3.355  -0.886
C  0.342  2.670  1.511
C  1.869  2.731  1.709
C  -1.934  1.358  -0.629
O  -2.544  2.053  -1.385
N  -2.444  0.860  0.555
C  -1.863  -0.442  0.864
C  -1.812  -0.768  2.380
C  -0.714  -0.422  3.407
F  0.561  -0.238  2.878
P  -2.962  -1.854  0.153
O  -3.410  -1.152  -1.252
Cl  -4.722  -1.493  1.222
C  -0.649  -0.503  -0.144
C  0.588  -1.349  0.121
C  0.419  -2.853  -0.118
C  0.283  -3.201  -1.596
Cl  -0.595  -4.741  -1.852
H  4.421  0.779  -1.286
H  3.187  -0.105  -0.406
H  4.306  -0.974  -1.485
H  3.346  0.287  -3.452
H  2.128  -0.718  -2.709
H  0.047  -0.043  -2.574
H  -0.599  1.578  -2.752
H  -0.757  3.801  -1.036
H  -0.065  3.681  1.653
H  -0.121  2.035  2.252
H  2.330  1.743  1.600
H  2.325  3.388  0.963
H  2.125  3.113  2.700
H  -3.454  0.936  0.619
H  -1.967  -1.854  2.468
H  -2.730  -0.324  2.776
H  -0.972  0.473  3.979
H  -0.622  -1.256  4.109
H  -4.349  -0.934  -1.317
H  -1.116  -0.984  -1.024
H  0.955  -1.204  1.130
H  1.373  -0.975  -0.539
H  1.306  -3.355  0.281
H  -0.435  -3.257  0.433
H  1.259  -3.335  -2.062
H  -0.270  -2.446  -2.157

Record 7
Density functional theory data (wB97M-V/def2-TZVPD) for the molecule C7H10 in a non-equilibrium geometry.

Values from the calculation:
Multiplicity: 1
SMILES: C[C@@H]1[C@@H]2C=CC[C@H]12
Charge: 0
DFT total energy: -7419.2869 eV
Relative energy (zero: lowest compared OMol25 entry of this formula, charge and spin): 40.3 kcal/mol

CARTESIAN COORDINATES (ANGSTROEM)
C  -1.648  0.613  0.043
C  -0.978  -0.723  -0.297
C  0.436  -0.878  -0.831
C  1.377  0.315  -0.893
C  1.301  0.863  0.521
C  0.626  0.052  1.337
C  0.162  -1.168  0.615
H  -2.724  0.588  -0.156
H  -1.503  0.847  1.115
H  -1.216  1.471  -0.485
H  -1.663  -1.509  -0.610
H  0.598  -1.708  -1.514
H  1.050  1.088  -1.602
H  2.378  -0.008  -1.211
H  1.527  1.900  0.751
H  0.037  0.424  2.177
H  0.238  -2.167  1.042

Record 8
Density functional theory data (wB97M-V/def2-TZVPD) for a cluster of 3 separate species, C19H48N5O7 in total in a non-equilibrium geometry.

Values from the calculation:
Multiplicity: 1
Charge: +1
DFT total energy: -42249.8830 eV
Relative energy (zero: lowest compared OMol25 entry of this formula, charge and spin): 112.1 kcal/mol

CARTESIAN COORDINATES (ANGSTROEM)
C  -3.154  -0.905  -3.170
C  -3.271  -1.111  -1.515
O  -4.697  -1.224  -1.123
C  -2.374  -2.451  -1.174
O  -2.432  -2.831  0.268
N  -1.528  -3.847  0.454
C  -0.314  -3.707  1.072
N  -0.014  -2.295  1.620
N  0.727  -4.751  1.336
C  0.638  -5.980  0.481
C  0.787  -5.751  -1.133
C  2.127  -4.876  -1.530
O  3.310  -5.214  -0.723
H  -2.291  -0.151  -3.467
H  -2.854  -1.956  -3.600
H  -4.196  -0.540  -3.623
H  -2.764  -0.199  -0.936
H  -4.725  -0.778  -0.211
H  -1.243  -2.149  -1.398
H  -2.725  -3.380  -1.814
H  -1.819  -4.777  0.090
H  0.169  -1.625  0.841
H  0.771  -2.335  2.309
H  1.689  -4.357  1.191
H  1.451  -6.760  0.830
H  -0.412  -6.523  0.645
H  0.964  -6.833  -1.605
H  -0.205  -5.352  -1.658
H  1.887  -3.715  -1.568
H  2.386  -5.186  -2.653
H  4.166  -5.024  -1.245
C  -1.000  5.199  0.957
O  -1.652  5.103  2.218
C  -3.011  4.672  2.122
C  -3.172  3.250  2.691
N  -2.539  2.255  1.821
C  -2.422  0.927  2.431
C  -1.546  0.801  3.695
O  -0.150  1.005  3.461
C  0.254  2.368  3.458
H  -0.043  5.697  1.105
H  -0.808  4.204  0.546
H  -1.596  5.788  0.249
H  -3.400  4.740  1.097
H  -3.603  5.357  2.744
H  -4.239  3.018  2.787
H  -2.725  3.244  3.689
H  -1.607  2.574  1.573
H  -1.999  0.268  1.664
H  -3.426  0.546  2.651
H  -1.634  -0.234  4.046
H  -1.899  1.426  4.522
H  -0.337  2.980  4.147
H  0.203  2.771  2.445
H  1.300  2.411  3.771
C  3.408  1.871  -4.206
O  4.063  2.150  -2.975
C  3.554  3.308  -2.310
C  2.788  2.910  -1.035
N  1.525  2.240  -1.360
C  0.881  1.603  -0.208
C  1.643  0.455  0.485
O  1.774  -0.725  -0.312
C  2.866  -0.704  -1.221
H  3.968  1.093  -4.722
H  2.394  1.502  -4.029
H  3.376  2.763  -4.845
H  2.936  3.931  -2.971
H  4.424  3.907  -2.012
H  2.577  3.809  -0.445
H  3.441  2.257  -0.450
H  1.697  1.528  -2.063
H  -0.073  1.201  -0.567
H  0.637  2.372  0.535
H  1.049  0.153  1.356
H  2.615  0.767  0.883
H  3.722  -0.143  -0.832
H  2.546  -0.301  -2.182
H  3.184  -1.736  -1.393

Number 2 is which compound?
C2H4N4O2